C22H14Cl2IrN4O8 as an isolated structure in a non-equilibrium geometry. Source: the OMol25 dataset; level of theory: wB97M-V/def2-TZVPD.

The geometry in XYZ format:
```
51
C22H14Cl2IrN4O8 wB97M-V/def2-TZVPD
Ir -0.7499 -0.7705 -0.4278
O 3.7012 2.5586 -1.8619
C 2.7548 3.4453 -1.5329
C 3.1083 4.7955 -1.5641
C 2.1816 5.7760 -1.2830
C 0.8681 5.4367 -0.9689
C 0.5141 4.1089 -0.8822
C 1.4388 3.0942 -1.1427
C 1.0162 1.6955 -0.9734
O 0.0652 1.3850 -0.2124
N 1.7313 0.7750 -1.6326
N 1.2421 -0.4405 -1.5424
C 1.8058 -1.4186 -2.1424
C 1.2283 -2.7166 -1.9709
C 1.8405 -3.8644 -2.4607
C 1.2623 -5.0952 -2.2056
C 0.0662 -5.1392 -1.5052
C -0.4918 -3.9515 -1.0631
N 0.0850 -2.7749 -1.2711
H 3.2961 1.6672 -1.8818
H 4.1271 5.0367 -1.8341
H 2.4786 6.8158 -1.3109
H 0.1314 6.2079 -0.7934
H -0.4989 3.8300 -0.6328
H 2.6973 -1.2830 -2.7432
H 2.7644 -3.7784 -3.0138
H 1.7360 -6.0046 -2.5475
H -0.4261 -6.0759 -1.2941
H -1.4326 -3.9369 -0.5284
O -0.3685 -0.3188 6.6972
C -0.9827 -1.2499 6.1848
O -1.6869 -2.1982 6.5084
C -0.7956 -1.2049 4.5352
C 0.3108 -0.5865 3.9772
C 0.4053 -0.5373 2.5970
N -0.5261 -1.0892 1.8193
C -1.5790 -1.6826 2.3617
C -1.7704 -1.7657 3.7305
C -2.5952 -2.3229 1.4107
O -3.5549 -2.8777 1.8791
O -2.2382 -2.2442 0.1769
H 1.0735 -0.1453 4.6019
H 1.2336 -0.0380 2.1097
H -2.6529 -2.2571 4.1122
Cl -4.1421 1.9472 -3.1653
C -3.7376 1.9606 -1.4535
Cl -3.0599 3.5294 -0.9871
C -2.6889 0.9017 -1.1018
O -2.5725 0.5860 0.1011
O -1.9705 0.4078 -1.9983
H -4.6430 1.8079 -0.8738
```

HOMO level (alpha / beta): -7.58 / -7.59 eV
maximum force: 3.66 eV/A
HOMO-LUMO gap (alpha / beta): 3.71 / 3.99 eV
relative energy (zero: lowest compared OMol25 entry of this formula, charge and spin): 362.0 kJ/mol
expectation value of S²: 0.76
multiplicity: 2
LUMO level (alpha / beta): -3.87 / -3.60 eV

=====

C26H58FGeN7PtSi3 as an isolated structure. Source: the OMol25 dataset; level of theory: wB97M-V/def2-TZVPD.

The geometry in XYZ format:
```
97
C26H58FGeN7PtSi3 wB97M-V/def2-TZVPD
Pt 0.2393 -0.1291 0.4852
C -4.0944 -1.2875 -1.3382
N -3.3882 -2.3461 -0.6300
C -3.6552 -3.6788 -1.1802
C -2.1329 -2.0509 -0.1515
N -1.4445 -1.0213 -0.4749
N -1.6716 -2.9802 0.7741
C -0.4262 -3.0696 1.3716
N -0.2213 -4.2559 2.0065
N 0.4104 -2.0989 1.3560
H -5.1479 -1.5562 -1.3842
H -3.7327 -1.1482 -2.3638
H -4.0085 -0.3506 -0.7901
H -4.7250 -3.8708 -1.1294
H -3.1442 -4.4580 -0.6210
H -3.3319 -3.7443 -2.2232
H -1.8638 -0.4957 -1.2319
H -2.3695 -3.6229 1.1100
H -0.7227 -5.0704 1.6937
H 0.6907 -4.4343 2.3916
H 1.3120 -2.3203 1.7617
C -0.6814 -2.2251 -3.7833
Si 0.9554 -2.4057 -2.8637
C 0.8432 -3.9529 -1.7984
C 2.2536 -2.7472 -4.1671
Ge 1.4775 -0.4244 -1.6128
Si 3.8669 -0.4474 -1.3220
C 4.2808 -2.0131 -0.3603
C 4.7596 -0.4751 -2.9736
C 4.6050 1.0244 -0.4121
Si 0.8607 1.4601 -2.9272
C 1.5203 3.0216 -2.1265
C -1.0208 1.5537 -3.0446
C 1.5429 1.2786 -4.6614
H -0.9249 -3.1551 -4.3057
H -0.6259 -1.4340 -4.5344
H -1.5090 -1.9867 -3.1155
H 0.6156 -4.8195 -2.4256
H 0.0589 -3.8706 -1.0468
H 1.7851 -4.1514 -1.2827
H 1.8736 -3.5399 -4.8183
H 3.1878 -3.1005 -3.7288
H 2.4780 -1.8806 -4.7905
H 4.0232 -2.9105 -0.9277
H 3.7263 -2.0401 0.5824
H 5.3456 -2.0623 -0.1206
H 4.4015 -1.2394 -3.6610
H 5.8270 -0.6444 -2.8095
H 4.6604 0.4930 -3.4708
H 4.5260 0.9399 0.6712
H 4.1546 1.9735 -0.7082
H 5.6679 1.0747 -0.6643
H 1.3252 3.0289 -1.0518
H 1.0621 3.9144 -2.5592
H 2.6002 3.1013 -2.2689
H -1.4938 1.3953 -2.0715
H -1.4024 0.7958 -3.7331
H -1.3507 2.5288 -3.4119
H 2.6296 1.1828 -4.6677
H 1.2802 2.1561 -5.2588
H 1.1259 0.4020 -5.1624
F 0.0866 2.5812 6.3909
C 0.5761 2.1419 5.2105
C 0.9499 0.8176 5.0936
C 1.4122 0.3737 3.8641
C 1.4950 1.2244 2.7610
C 1.8708 0.6882 1.4141
C 1.1651 2.5644 2.9452
C 0.6968 3.0334 4.1646
H 0.8837 0.1635 5.9530
H 1.7119 -0.6641 3.7576
H 2.6173 -0.1042 1.5333
H 2.3194 1.4643 0.7942
H 1.2741 3.2581 2.1201
H 0.4401 4.0737 4.3141
C -2.9872 4.2313 3.3957
C -3.6961 3.0143 2.8142
N -2.8040 2.0610 2.1508
C -2.5460 2.2624 0.7297
C -1.3302 3.1183 0.4042
C -2.1745 1.0787 2.8338
C -2.5520 0.8971 4.2835
N -1.3125 0.2887 2.2721
H -3.6916 4.8406 3.9629
H -2.5614 4.8570 2.6118
H -2.1792 3.9335 4.0651
H -4.4290 3.3312 2.0714
H -4.2577 2.4999 3.5911
H -3.4430 2.7206 0.3105
H -2.4348 1.2765 0.2735
H -1.3349 4.0492 0.9704
H -1.3195 3.3670 -0.6573
H -0.4080 2.5848 0.6398
H -3.6001 0.6106 4.3791
H -2.3999 1.8107 4.8568
H -1.9355 0.1181 4.7248
H -0.9858 -0.3770 2.9625
```

HOMO level (alpha / beta): -10.04 / -10.40 eV
net charge: +1
maximum force: 0.69 eV/A
HOMO-LUMO gap (alpha / beta): 7.75 / 7.28 eV
relative energy (zero: lowest compared OMol25 entry of this formula, charge and spin): 0.0 kJ/mol
expectation value of S²: 0.75
multiplicity: 2
LUMO level (alpha / beta): -2.29 / -3.12 eV

=====

A 2-piece molecular cluster, C2H4ClP overall in a non-equilibrium geometry. Source: the OMol25 dataset; level of theory: wB97M-V/def2-TZVPD.

The geometry in XYZ format:
```
8
C2H4ClP wB97M-V/def2-TZVPD
C -0.0471 0.2810 -0.4070
C 1.2857 0.3235 0.0597
P -2.1098 -1.1659 1.5167
Cl -3.1767 -1.5224 -0.0434
H -0.5463 1.1189 -0.9280
H 1.5478 -0.4726 0.7886
H 1.7582 1.2986 0.0776
H 1.2882 0.1389 -1.0642
```

HOMO level (alpha / beta): -7.51 / -7.21 eV
maximum force: 2.21 eV/A
HOMO-LUMO gap (alpha / beta): 6.84 / 6.59 eV
relative energy (zero: lowest compared OMol25 entry of this formula, charge and spin): 551.8 kJ/mol
multiplicity: 1
LUMO level (alpha / beta): -0.67 / -0.63 eV

=====

A 2-piece molecular cluster, C7H18N2Si overall in a non-equilibrium geometry. Source: the OMol25 dataset; level of theory: wB97M-V/def2-TZVPD.

The geometry in XYZ format:
```
28
C7H18N2Si wB97M-V/def2-TZVPD
C 3.8586 0.4939 -0.8574
C 2.5727 0.3194 -0.8248
Si 1.1186 0.0661 0.1733
N -0.1059 1.2435 0.5531
C -0.3694 2.2832 -0.3498
C -0.4742 1.4682 1.9562
N 0.5056 -1.5593 0.2717
C -0.5691 -2.0467 1.0536
C 1.2636 -2.5355 -0.4206
H 4.4832 0.0801 -0.1290
H 4.4626 0.9065 -1.6218
H -1.4060 2.5965 -0.4026
H 0.4217 3.0950 -0.3049
H -0.1523 1.9211 -1.4384
H -1.5309 1.8388 1.8799
H -0.4246 0.6413 2.6004
H 0.1320 2.3785 2.3147
H -0.2088 -2.3596 2.0833
H -1.3327 -1.3247 1.1388
H -0.8357 -2.9736 0.5814
H 0.8537 -2.8579 -1.3698
H 2.1693 -2.0896 -0.9180
H 1.5032 -3.3892 0.2465
C -3.1984 0.3743 -1.2633
H -3.1971 -0.4291 -1.9269
H -2.7059 1.1565 -1.8683
H -4.2453 0.4964 -0.8262
H -2.5884 0.2064 -0.3311
```

HOMO level: -6.85 eV
maximum force: 4.34 eV/A
HOMO-LUMO gap: 7.30 eV
relative energy (zero: lowest compared OMol25 entry of this formula, charge and spin): 543.6 kJ/mol
SMILES: C=C=[Si](N(C)C)N(C)C.C
multiplicity: 1
LUMO level: 0.45 eV

=====

A 2-piece molecular cluster, C7H12O overall in a non-equilibrium geometry. Source: the OMol25 dataset; level of theory: wB97M-V/def2-TZVPD.

The geometry in XYZ format:
```
20
C7H12O wB97M-V/def2-TZVPD
C 2.4557 -1.2317 -0.4792
C 1.3379 -1.1642 0.2377
C 0.1529 -0.6415 -0.4442
C -0.4221 0.5984 -0.2584
C -1.3670 1.2690 -1.1826
C 0.1139 1.3105 0.9212
C 1.3056 1.8564 1.2058
H 2.5626 -0.8746 -1.4531
H 3.2529 -1.8011 -0.2356
H 1.1415 -1.5258 1.1887
H -0.1950 -1.0389 -1.2775
H -2.3881 0.8322 -1.1074
H -1.6959 2.3139 -0.9590
H -1.1876 1.1788 -2.2751
H -0.6742 1.4487 1.6145
H 2.2613 1.7433 0.6861
H 1.6814 2.2054 2.1832
O -2.4324 -2.1499 0.4124
H -2.9620 -2.9039 0.5799
H -2.9414 -1.4250 0.6427
```

HOMO level: -8.43 eV
maximum force: 5.73 eV/A
HOMO-LUMO gap: 9.15 eV
relative energy (zero: lowest compared OMol25 entry of this formula, charge and spin): 331.8 kJ/mol
SMILES: C=C/C=C(/C)C=C.O
multiplicity: 1
LUMO level: 0.72 eV

=====

A 2-piece molecular cluster, C5H6Cl2N4 overall in a non-equilibrium geometry. Source: the OMol25 dataset; level of theory: wB97M-V/def2-TZVPD.

The geometry in XYZ format:
```
17
C5H6Cl2N4 wB97M-V/def2-TZVPD
H -0.9473 -0.7103 -1.6859
N -0.2519 -1.5070 -1.4048
C 0.1590 -1.2280 -0.2115
Cl 1.4456 -1.9861 0.5580
C -0.3617 -0.0876 0.5583
Cl -2.0539 0.4039 -0.0793
C 0.6743 1.1155 0.3042
N 0.2499 2.2621 1.0203
C 0.6646 1.3572 -1.1571
N 0.6070 1.6066 -2.2737
H -0.3121 -0.3035 1.6828
H 1.7550 0.7756 0.5825
H -0.2274 2.1813 1.9302
H -0.3797 2.8184 0.4721
C 1.9622 -1.4684 -3.0712
N 2.8849 -1.5874 -2.4054
H 1.1009 -1.0418 -3.5280
```

HOMO level: -10.16 eV
maximum force: 4.00 eV/A
HOMO-LUMO gap: 10.42 eV
relative energy (zero: lowest compared OMol25 entry of this formula, charge and spin): 45.7 kJ/mol
SMILES: [H]/N=C(/Cl)[C@H](Cl)[C@H](N)C#N.C#N
multiplicity: 1
LUMO level: 0.26 eV